(1)
{
  "formula": "C15H11AuIN5O2",
  "method": "ωB97M-V with the def2-TZVPD basis set",
  "e_above_lowest_kcal_mol": 1.6,
  "homo_energy_ev": [-15.07, -16.01],
  "s_squared": 2.01,
  "charge": 2,
  "spin_multiplicity": 3,
  "homo_lumo_gap_ha": [0.3178, 0.2279],
  "energy_ha": -1435.2255,
  "elements": ["Au", "O", "C", "N", "C", "O", "C", "C", "C", "C", "C", "N", "C", "C", "C", "C", "C", "N", "H", "H", "H", "H", "H", "H", "H", "H", "I", "C", "C", "N", "N", "C", "H", "H", "H"],
  "positions_angstrom": [[0.03238, -1.64512, -0.85967], [1.55349, 0.61313, 2.15524], [1.29640, -0.22072, 1.30887], [0.04768, -0.55851, 0.88883], [-1.20328, -0.23573, 1.37082], [-1.43715, 0.49212, 2.29814], [-2.31548, -0.87463, 0.55331], [-3.62412, -0.71050, 0.94473], [-4.63336, -1.27398, 0.17184], [-4.29846, -1.97054, -0.97565], [-2.96387, -2.09626, -1.32173], [-1.99761, -1.56873, -0.56521], [2.40142, -0.89473, 0.51469], [3.71406, -0.73384, 0.89197], [4.71102, -1.32231, 0.12010], [4.35837, -2.03195, -1.01378], [3.01881, -2.14680, -1.34825], [2.06563, -1.60013, -0.59070], [-3.82718, -0.15144, 1.84763], [-5.66911, -1.16571, 0.46401], [-5.05310, -2.42112, -1.60394], [-2.65380, -2.63701, -2.20459], [3.93248, -0.15944, 1.78144], [5.75032, -1.22036, 0.40158], [5.10280, -2.49847, -1.64263], [2.69590, -2.69236, -2.22350], [-0.66669, 6.24917, -0.97040], [-0.30686, 4.35495, -0.49793], [0.10828, 3.85521, 0.76416], [0.22948, 2.56429, 0.62338], [-0.07438, 2.10964, -0.66322], [-0.39724, 3.18196, -1.32304], [0.29953, 4.36758, 1.69445], [0.48814, 1.90849, 1.37083], [-0.68448, 3.13383, -2.36176]]
}


(2)
{
  "formula": "C15H11CaNO3S",
  "method": "ωB97M-V with the def2-TZVPD basis set",
  "e_above_lowest_kcal_mol": 0.0,
  "homo_energy_ev": -15.27,
  "charge": 2,
  "homo_lumo_gap_ha": 0.2766,
  "energy_ha": -1933.8800,
  "elements": ["O", "C", "Ca", "C", "C", "O", "O", "N", "S", "C", "C", "C", "C", "C", "C", "C", "C", "C", "C", "C", "C", "H", "H", "H", "H", "H", "H", "H", "H", "H", "H", "H"],
  "positions_angstrom": [[-0.22135, 5.18034, -6.10120], [-0.22833, 4.08611, -5.77197], [0.58742, 0.12193, -2.82807], [2.10733, -1.05684, -4.57323], [-1.25682, -0.52121, -4.34946], [2.76218, -1.48150, -5.42056], [-2.14305, -0.70835, -5.06096], [-0.34674, -0.91207, -1.21535], [-1.35294, -0.58070, 0.05624], [-0.61281, -1.67162, 1.27886], [-1.41444, -2.54133, 2.03616], [-0.81532, -3.41657, 2.94747], [0.57160, -3.41525, 3.12966], [1.35523, -2.52414, 2.39009], [0.76104, -1.63799, 1.48302], [-0.70130, 1.05124, 0.54259], [-0.55340, 2.03154, -0.44143], [0.09219, 3.23044, -0.10622], [0.52673, 3.44475, 1.20861], [0.30088, 2.49229, 2.21000], [-0.33768, 1.29587, 1.87101], [-0.24366, -1.93167, -1.15954], [-2.49745, -2.48854, 1.92100], [-1.43701, -4.08902, 3.53483], [1.03491, -4.07563, 3.86763], [2.43229, -2.50242, 2.53643], [1.36141, -0.88367, 0.97386], [-1.03716, 1.90447, -1.42428], [0.22513, 3.99938, -0.87663], [1.03855, 4.37486, 1.45735], [0.60378, 2.66958, 3.24523], [-0.56119, 0.55569, 2.63886]]
}


(3)
{
  "formula": "C15H11Cl2NO3SSmV",
  "method": "ωB97M-V with the def2-TZVPD basis set",
  "homo_energy_ev": [-19.24, -18.70],
  "s_squared": 16.11,
  "charge": 4,
  "spin_multiplicity": 8,
  "homo_lumo_gap_ha": [0.1308, 0.1404],
  "energy_ha": -3777.5134,
  "elements": ["Sm", "V", "Cl", "Cl", "C", "C", "C", "O", "O", "O", "N", "S", "C", "C", "C", "C", "C", "C", "C", "C", "C", "C", "C", "C", "H", "H", "H", "H", "H", "H", "H", "H", "H", "H", "H"],
  "positions_angstrom": [[0.21589, 0.80252, -6.65625], [0.04684, 0.19020, -0.04730], [-0.72683, 3.08788, -6.54448], [1.96076, -0.40250, -0.81713], [-0.78651, -1.21015, 0.77154], [-0.26648, 1.21968, -8.89333], [0.57472, -1.00357, -8.33645], [-1.31144, -2.11945, 1.31054], [-0.49292, 1.32228, -10.03282], [0.61911, -1.61000, -9.33382], [0.08503, 1.56545, 1.15882], [-0.83491, 1.58278, 2.62536], [-0.04221, 0.27847, 3.58614], [-0.85010, -0.32988, 4.55638], [-0.32034, -1.32033, 5.38686], [1.02068, -1.69694, 5.26649], [1.81833, -1.08362, 4.30149], [1.28526, -0.10793, 3.44014], [-0.16124, 3.00260, 3.54595], [1.18591, 3.35673, 3.51381], [1.64761, 4.34057, 4.40096], [0.75967, 4.97596, 5.27142], [-0.60412, 4.66737, 5.24244], [-1.07084, 3.68654, 4.36751], [0.52556, 2.47688, 1.05008], [-1.89324, -0.01918, 4.63503], [-0.95532, -1.79347, 6.12836], [1.44433, -2.45680, 5.92179], [2.86602, -1.35947, 4.20450], [1.88373, 0.33606, 2.64126], [1.86027, 2.86384, 2.81275], [2.70748, 4.58323, 4.41126], [1.13792, 5.69579, 5.98903], [-1.29626, 5.16866, 5.91221], [-2.12686, 3.41902, 4.31064]]
}


(4)
{
  "formula": "C15H11ClFNO2",
  "method": "ωB97M-V with the def2-TZVPD basis set",
  "smiles": "Cc1ccc2c(c1)CC(=O)N2c1c(F)cc(O)cc1Cl",
  "e_above_lowest_kcal_mol": 32.0,
  "homo_energy_ev": -8.24,
  "charge": 0,
  "homo_lumo_gap_ha": 0.3228,
  "energy_ha": -1343.4570,
  "elements": ["C", "C", "C", "C", "C", "C", "C", "C", "C", "O", "N", "C", "C", "F", "C", "C", "O", "C", "C", "Cl", "H", "H", "H", "H", "H", "H", "H", "H", "H", "H", "H"],
  "positions_angstrom": [[-1.36521, -5.25702, 1.81342], [-1.14210, -3.90786, 1.07541], [-1.50514, -2.64854, 1.62892], [-1.14577, -1.46485, 0.98045], [-0.48556, -1.49545, -0.21975], [-0.17076, -2.78857, -0.87689], [-0.41883, -3.90267, -0.15365], [0.54057, -2.64331, -2.19739], [0.58579, -1.13608, -2.21057], [1.21958, -0.59423, -3.10421], [-0.05522, -0.53437, -1.15655], [0.38219, 0.67361, -0.65741], [-0.57130, 1.71493, -0.61742], [-1.84141, 1.55495, -1.16721], [-0.21649, 3.05170, -0.34167], [1.16341, 3.34927, -0.13585], [1.48588, 4.60720, 0.18602], [2.01289, 2.25912, -0.04177], [1.75256, 0.97973, -0.32985], [2.95476, -0.25396, -0.02512], [-1.48727, -5.20848, 2.80827], [-0.56330, -5.92223, 1.68017], [-2.33258, -5.62876, 1.58688], [-2.04175, -2.63586, 2.60196], [-1.58477, -0.54295, 1.35309], [0.02012, -4.82976, -0.50308], [-0.16383, -3.01582, -2.95435], [1.52167, -3.12660, -2.17534], [-0.87793, 3.92696, -0.42153], [2.35106, 4.82448, -0.20545], [3.04065, 2.41757, 0.28735]]
}


| no. | molecular weight (Da) |
| --- | --- |
| 1 | 617.16 |
| 2 | 325.40 |
| 3 | 557.53 |
| 4 | 291.71 |